Here is an isolated molecule of C7H6O4 from OMol25. Energies are from ωB97M-V/def2-TZVPD.

Geometry as XYZ:
```
17
Properties=species:S:1:pos:R:3:forces:R:3
O -2.94225 1.15005 -0.07115 -2.146 1.673 -2.681
C -2.05885 0.43505 0.21772 0.685 -0.503 2.022
O -1.87927 0.25194 1.51471 1.028 -0.392 2.159
C -0.96796 -0.13227 -0.65145 -1.383 -2.289 -1.139
C -0.07943 0.99737 -0.79091 1.138 2.417 -1.347
C 1.16912 1.01083 -0.31470 0.606 0.273 0.242
C 1.70521 -0.26792 0.15579 0.701 -0.353 0.158
O 2.99145 -0.44155 0.60499 -0.849 0.867 -0.283
C 1.01867 -1.41420 0.11494 1.224 -2.035 2.153
C -0.32902 -1.54497 -0.25102 -2.220 1.114 -0.912
O -0.99006 -2.56673 -0.35435 0.573 0.879 0.304
H -2.42903 0.92683 1.99092 0.372 -0.976 -0.685
H -1.50656 -0.27690 -1.60671 0.351 -0.181 0.202
H -0.47896 1.85653 -1.41506 0.447 -0.821 1.337
H 1.79053 1.92616 -0.24194 -0.414 -0.721 -0.462
H 3.48481 0.35897 0.43175 0.354 0.358 0.089
H 1.50160 -2.26922 0.66647 -0.468 0.690 -1.156
```
Positions in Å, forces in eV/Å.

Its net charge is 0. Its energy above the lowest of the compared OMol25 structures with the same formula, charge and spin is 149.7 kJ/mol.

natural (NBO) atomic charge list, values in e, 5 entries: O -0.58; C 0.82; O -0.68; C -0.49; C -0.08

Here is C34H47AsGaN5O5Se2 as an isolated structure from OMol25. Energies are from ωB97M-V/def2-TZVPD.

Geometry as XYZ:
```
95
Properties=species:S:1:pos:R:3:forces:R:3
Ga 10.28148 13.11428 12.36387 -0.221 -0.189 1.118
O 10.42275 18.36286 13.08436 -0.884 1.358 -0.796
C 9.29426 18.05748 12.21580 -0.669 -1.617 1.346
C 9.28921 16.46236 12.08988 -0.070 0.940 -0.303
C 8.39359 16.14368 10.87268 0.615 1.113 0.082
O 7.06226 16.66328 11.08856 0.572 -1.031 -0.431
C 8.72590 15.78758 13.37222 -0.789 0.253 -1.227
Se 8.09301 13.86405 13.01324 0.390 1.298 0.430
C 10.74117 16.10234 11.72616 0.638 0.081 -1.359
Se 11.79673 14.84940 12.73441 0.241 -0.915 0.399
H 10.47736 19.33726 13.18683 -0.096 -0.928 -0.055
H 9.27448 18.49759 11.20236 0.697 0.058 0.438
H 8.33205 18.33502 12.70132 0.628 0.069 -0.203
H 8.46384 15.07513 10.65805 -0.558 0.084 0.129
H 8.84482 16.66699 10.00890 -0.332 -0.060 0.148
H 6.48231 15.88961 11.11228 0.024 0.220 0.178
H 7.78608 16.34047 13.60213 0.798 -0.513 0.279
H 9.49213 15.83748 14.14499 -0.402 -0.216 0.192
H 11.42513 16.96242 11.77822 -0.697 -0.091 -0.298
H 10.81425 15.68256 10.69950 -0.267 0.583 0.418
C 9.89613 7.95083 6.74929 -1.174 0.148 0.372
O 9.88415 8.18337 8.17361 1.630 0.134 0.071
C 8.70479 8.09017 8.79450 -2.022 1.597 0.113
C 7.94109 6.92636 8.75597 0.147 1.565 0.532
C 6.60151 6.99550 9.02670 -1.887 -0.994 0.519
C 5.98182 8.19438 9.40637 0.198 -0.611 0.044
C 6.75123 9.32524 9.63822 0.328 -0.757 -0.221
C 8.11160 9.28956 9.34615 0.924 -0.896 -0.508
N 8.91230 10.44847 9.56825 0.929 0.586 -1.877
C 9.34844 10.93778 10.74297 -0.433 1.021 -0.037
N 8.95782 10.34038 11.87138 -0.522 -1.152 -0.063
C 9.51702 10.50739 13.15968 1.770 0.036 1.786
C 10.43456 11.50765 13.47044 0.268 0.907 1.104
C 11.08918 11.55627 14.74143 -0.253 -0.333 -1.454
C 10.93312 10.50436 15.61706 0.514 0.437 0.462
C 9.99757 9.52269 15.40048 -1.138 0.984 -2.083
C 9.27294 9.57490 14.17928 0.152 -1.093 -0.228
O 8.39031 8.57392 13.80998 0.572 -0.129 0.155
C 8.27204 7.54949 14.75136 -1.682 -0.818 1.277
N 9.95969 12.11272 10.70972 1.331 -0.028 0.381
C 10.92019 12.43538 9.70677 -0.031 -1.449 -1.039
C 10.64138 13.55640 8.89984 -0.680 -0.315 -0.948
C 11.45818 13.81616 7.77391 1.351 -0.309 1.154
C 12.66661 13.02940 7.66408 -0.775 2.452 -1.362
C 12.99272 12.00821 8.51655 -0.873 -1.054 0.858
C 12.06687 11.55433 9.47255 -1.133 2.556 -0.156
O 12.22018 10.47087 10.25408 0.273 -0.754 -0.196
C 12.87898 9.27160 9.70493 -1.659 0.408 0.651
H 10.75086 8.48353 6.34671 0.030 0.029 0.014
H 8.93942 8.34658 6.32633 0.798 -0.274 0.123
H 9.97102 6.88378 6.54109 0.022 0.009 -0.062
H 8.44963 6.02258 8.65506 0.584 -1.465 -0.792
H 5.98152 6.04543 8.99490 0.831 1.334 -0.021
H 4.91570 8.20129 9.58717 0.024 0.074 0.039
H 6.30767 10.21753 10.03280 -0.067 0.390 0.093
H 9.31590 11.03517 8.78763 -0.928 -1.301 0.869
H 8.53437 9.41904 11.70431 -0.019 0.632 0.409
H 11.75401 12.39083 15.01181 -0.286 -0.460 -0.375
H 11.56711 10.43806 16.48500 -0.072 0.167 0.423
H 9.70763 8.87459 16.18361 0.087 -0.820 0.375
H 9.12412 6.91420 15.01258 0.632 0.653 -0.463
H 7.52558 6.82852 14.40740 -0.097 0.348 -0.279
H 7.87885 7.96588 15.70417 0.183 -0.270 -0.413
H 9.63063 14.07601 9.08381 1.900 -0.664 -0.282
H 11.31350 14.72054 7.13904 0.016 -1.070 0.454
H 13.39253 13.34800 6.87550 -0.641 -0.436 0.798
H 13.94106 11.50697 8.49967 0.373 -0.122 -0.405
H 12.25189 8.44009 10.11891 0.603 0.581 -0.712
H 13.87101 9.17198 10.11947 0.367 0.196 -0.104
H 12.86822 9.31330 8.60384 0.038 -0.179 0.494
C 14.48554 10.05232 13.22360 -0.897 0.469 -1.130
C 15.50455 10.88773 13.85687 1.949 -0.392 1.638
N 15.35330 11.61572 14.95626 -1.596 -0.697 -1.318
C 16.51196 12.26645 15.13547 0.301 2.076 1.443
C 17.40818 11.96664 14.17892 1.057 -0.789 0.351
N 16.83214 10.91879 13.46843 -1.073 1.547 -0.236
H 13.57569 10.68485 13.21744 0.318 -0.294 -0.588
H 14.18101 9.26177 13.87662 0.104 -0.961 0.190
H 14.76949 9.70655 12.17953 -0.439 0.385 1.406
H 16.61094 13.02358 15.95335 -0.027 -0.826 -0.992
H 18.36541 12.43951 14.02520 0.130 -0.580 -0.232
H 17.27144 10.28401 12.83731 0.105 0.117 -0.529
C 18.08399 14.95427 7.86180 1.301 0.026 0.388
As 17.85122 13.75196 9.43504 0.238 0.112 0.497
C 17.81960 15.16274 10.86059 -0.801 -1.478 0.845
C 19.76923 13.08404 9.68598 -0.558 1.337 -0.212
H 19.04718 15.50470 7.96753 -0.471 -0.441 -0.137
H 17.32050 15.73443 7.82028 -0.224 -0.448 -0.061
H 18.13144 14.32912 6.95744 -0.209 0.437 0.215
H 18.34049 16.06262 10.55646 -0.112 0.192 0.097
H 18.30700 14.68636 11.74385 -0.074 0.506 -0.606
H 16.75283 15.30273 11.20675 1.153 0.258 -0.700
H 20.41220 13.98865 9.77045 -0.204 -0.713 -0.206
H 19.98541 12.51370 8.78001 0.250 0.051 0.194
H 19.91261 12.47049 10.58414 -0.337 0.116 -0.291
```
Positions in Å, forces in eV/Å.

Its net charge is 0.

Löwdin atomic charge list, values in e, 5 entries: Ga -0.03; O -0.09; C -0.17; C -0.54; C -0.28

Here is an isolated molecule of C18H21NO2S from OMol25. Energies are from ωB97M-V/def2-TZVPD.

Geometry as XYZ:
```
43
Properties=species:S:1:pos:R:3:forces:R:3
O -1.51769 0.77381 1.35777 1.124 -1.474 -0.596
C -0.77876 0.09589 0.62174 -1.575 3.503 0.017
C -1.40539 -0.66029 -0.49726 -1.533 -1.263 -0.054
S -1.19663 -2.27039 -0.22007 0.846 -0.622 -0.244
N -2.33647 -0.21885 -1.38762 1.319 2.489 1.481
C -3.34303 0.91319 -1.06083 1.030 -3.445 1.831
C -4.67106 0.10873 -0.79886 1.799 0.687 -1.518
O -5.04951 -0.52613 -2.05568 0.944 0.826 0.828
C -4.02074 -1.41900 -2.56123 -1.144 -1.069 0.168
C -2.54554 -0.91134 -2.62348 -3.142 -0.418 1.011
C 0.70780 0.20438 0.70389 -0.478 -1.121 2.101
C 1.50688 0.72462 -0.32597 -1.687 -0.954 0.527
C 2.84364 0.66938 -0.11354 1.685 -0.087 -0.507
C 3.45550 0.30989 1.09864 0.165 -0.539 0.063
C 2.68822 -0.21738 2.10649 -1.438 0.729 0.884
C 1.25621 -0.25148 1.94669 2.271 1.586 -1.000
C 0.61961 -0.61256 3.26161 0.040 -0.967 -0.790
C 1.81081 -0.80776 4.24437 -0.701 -1.139 0.422
C 3.13032 -0.64010 3.55903 -0.564 1.805 -2.583
C 3.56136 1.02182 -1.38023 1.534 2.693 1.174
C 2.50818 1.51723 -2.39420 0.087 -1.287 0.648
C 1.11288 1.20121 -1.72501 0.987 -0.280 -0.730
H -3.02054 1.49133 -0.19296 0.054 -0.483 0.045
H -3.29169 1.52978 -1.87516 -0.704 1.585 -2.260
H -5.39357 0.88036 -0.49583 -0.352 -0.909 -0.095
H -4.40201 -0.66518 -0.03949 -0.634 0.631 -0.271
H -3.95253 -2.24040 -1.81251 -0.230 0.056 -0.618
H -4.51590 -1.77190 -3.52456 1.218 0.277 1.098
H -2.38200 -0.33480 -3.47543 0.349 1.628 -1.287
H -1.90847 -1.74660 -2.68336 0.695 -1.127 0.074
H 4.52212 0.39523 1.32822 -0.158 0.063 -0.741
H -0.03061 0.16677 3.65449 -0.266 -0.171 -0.317
H 0.05413 -1.52194 2.99052 -0.168 0.162 0.948
H 1.90057 -1.80028 4.69831 -0.948 0.218 0.342
H 1.73485 -0.03769 4.99918 -0.171 -0.154 0.460
H 3.72389 -1.52285 3.44349 0.440 -0.529 0.400
H 3.63377 0.15719 4.11136 0.673 -0.183 -0.603
H 4.23173 0.26338 -1.76327 -0.138 -0.418 -0.035
H 4.24902 1.85369 -1.03772 -0.355 -0.574 -0.825
H 2.70084 0.89352 -3.25877 -0.545 0.072 -0.486
H 2.61072 2.53964 -2.71552 0.106 0.415 0.204
H 0.48182 2.11409 -1.78191 0.031 -0.888 0.276
H 0.71724 0.35178 -2.32536 -0.465 0.676 0.559
```
Positions in Å, forces in eV/Å.

Its net charge is 0. Its energy above the lowest of the compared OMol25 structures with the same formula, charge and spin is 379.2 kJ/mol.

natural (NBO) atomic charge list, values in e, 5 entries: O -0.55; C 0.52; C 0.04; S -0.09; N -0.41

Here is C10H14O3S2 as an isolated structure from OMol25. Energies are from ωB97M-V/def2-TZVPD.

Geometry as XYZ:
```
29
Properties=species:S:1:pos:R:3:forces:R:3
C 3.03058 -0.76895 4.45987 -2.057 -0.806 -1.358
C 3.29986 -0.85493 3.07639 1.793 -1.326 1.377
C 1.65482 -0.55558 4.77205 1.557 0.977 1.707
C 2.37120 -0.84465 2.05360 -1.635 1.215 0.653
C 0.74175 -0.40714 3.77496 0.089 -0.760 -2.175
C 1.04109 -0.61476 2.41328 0.202 0.679 1.036
C -0.90606 2.06041 -3.43129 -3.464 -3.631 0.379
C -0.67717 1.31069 -2.06804 -0.958 2.513 -1.365
C -0.94417 -0.12837 -2.19872 -3.557 -1.308 -1.781
C -1.74926 -0.66923 -1.04246 0.550 -0.653 -0.248
O -0.09170 1.42331 1.43053 -0.108 -2.332 -0.675
O 0.42379 -0.83176 0.00352 -0.255 0.533 -0.344
O -2.07900 -0.06169 -0.05003 -1.733 1.429 -0.712
S -2.11397 -2.36104 -1.11865 -0.052 -1.132 -1.202
S -0.30569 -0.32903 1.17486 3.912 0.820 3.347
H 3.78872 -1.11260 5.17552 -0.384 0.779 -0.199
H 4.33623 -1.15744 2.89325 -0.245 0.443 -0.527
H 1.31667 -0.29095 5.79911 0.419 -0.653 -0.693
H 2.58558 -0.77598 1.01516 0.579 -0.541 -0.655
H -0.26285 -0.17283 3.94932 -1.365 0.389 0.793
H -0.26938 1.69094 -4.21330 0.374 -0.038 -0.298
H -0.80320 3.04306 -3.23304 0.605 3.437 0.146
H -2.02822 1.90184 -3.76474 2.144 0.261 0.482
H -1.35104 1.78941 -1.29553 0.805 -0.518 -0.817
H 0.34800 1.57545 -1.88721 0.546 -0.410 0.888
H -0.07023 -0.70680 -2.32574 0.799 -0.792 -0.176
H -1.70773 -0.40539 -3.14246 2.036 0.930 2.035
H -0.63026 1.79473 0.72505 -0.346 0.298 -0.139
H -2.65224 -2.47104 0.08023 -0.254 0.197 0.522
```
Positions in Å, forces in eV/Å.

Its net charge is 0. Its energy above the lowest of the compared OMol25 structures with the same formula, charge and spin is 64.9 kJ/mol.

natural (NBO) atomic charge list, values in e, 5 entries: C -0.20; C -0.21; C -0.21; C -0.22; C -0.22

Here is a 10-piece molecular cluster, C3H29N2O9S overall from OMol25. Energies are from ωB97M-V/def2-TZVPD.

Geometry as XYZ:
```
44
Properties=species:S:1:pos:R:3:forces:R:3
N -0.54268 -0.77161 0.70381 -0.299 -2.041 0.699
C -0.68025 -1.81004 -0.38995 -2.273 1.161 1.047
C -0.33259 -3.15256 0.19869 1.279 -0.424 -3.067
S 1.52081 -3.34131 0.24262 0.033 -0.167 1.599
C -2.16108 -1.73377 -0.82685 0.047 0.511 -0.427
N -2.38869 -0.51415 -1.59310 -0.281 0.044 -0.798
H -0.89903 0.15161 0.45694 0.159 -0.203 0.319
H -1.06774 -1.22139 1.49200 0.030 1.271 -0.158
H 0.41975 -0.68988 1.03004 0.025 0.400 -0.253
H -0.19803 -1.37876 -1.25872 0.932 -0.820 -0.057
H -1.01119 -3.47202 0.98332 0.812 0.223 0.793
H -0.49838 -3.89026 -0.58867 -0.667 0.145 -0.045
H 1.84193 -2.49894 -0.74690 -0.438 0.022 -0.122
H -2.96525 -1.72678 -0.08450 0.616 -0.315 0.781
H -2.34937 -2.63264 -1.41077 -0.091 0.165 -0.409
H -1.80764 0.29001 -1.36794 -0.165 -0.231 0.251
H -2.25298 -0.65982 -2.58381 -0.024 -0.100 -0.062
H 1.17512 1.10514 -1.16562 0.446 0.337 -0.156
H 2.03487 -0.16668 -0.84834 0.768 0.229 -0.572
O 1.27576 0.34685 -0.59209 -0.560 0.098 0.510
H -1.81910 3.15177 -1.46332 -0.210 -0.370 -0.119
H -2.16468 2.59624 -0.10610 -0.036 -0.088 0.185
O -1.61782 2.41051 -0.87613 0.034 0.422 -0.009
H -2.50020 0.97473 2.72158 0.551 -0.161 0.263
H -1.13641 0.53974 3.39853 -0.355 0.189 -0.634
O -1.54724 0.86408 2.57142 -0.268 0.444 0.322
H 1.46444 3.50473 0.66687 -0.112 0.026 -0.271
H 2.70807 4.33232 1.03324 -0.340 -0.808 -0.022
O 2.37096 3.41528 0.96484 0.669 0.712 0.340
H -0.02486 3.89735 -1.49060 -0.118 0.253 -0.011
H 1.35436 4.45646 -1.96909 -0.336 -0.237 0.157
O 0.90341 3.69231 -1.57821 0.583 -0.102 -0.202
H 4.81467 0.87738 -2.25209 0.059 -0.100 -0.105
H 4.39743 1.31004 -0.86293 -0.054 0.103 0.219
O 4.36531 0.56130 -1.46374 -0.180 -0.026 -0.045
H 1.33550 -0.10523 4.19526 0.465 -0.359 0.132
H 0.88167 -1.50200 3.55749 0.521 0.305 0.408
O 0.68793 -0.56317 3.66107 -0.947 -0.025 -0.532
H -2.68535 -2.52130 2.43785 -0.186 -0.261 0.423
H -1.86921 -2.12699 3.72301 -0.145 -0.274 0.098
O -2.12813 -1.85079 2.84098 0.098 0.113 -0.419
H 1.01174 -0.45230 -4.46803 0.113 0.102 -0.838
H 1.12067 0.61406 -3.35822 0.129 0.413 -0.270
O 0.96351 -0.30953 -3.53390 -0.285 -0.575 1.056
```
Positions in Å, forces in eV/Å.

Its net charge is +1. Its energy above the lowest of the compared OMol25 structures with the same formula, charge and spin is 0.0 kJ/mol.

natural (NBO) atomic charge list, values in e, 5 entries: N -0.72; C -0.09; C -0.55; S -0.04; C -0.25

Gap between HOMO and LUMO across the listed records, respectively: 8.71; 7.42; 8.21; 9.67; 9.59 eV.
Strongest force on any atom across the listed records, respectively: 3.82; 2.91; 4.03; 5.21; 3.35 eV Å⁻¹.
Lowest unoccupied orbital energy across the listed records, respectively: -0.44; 0.26; -0.04; 0.52; -2.48 eV.